No. 1
Density functional theory data (ωB97M-V with the def2-TZVPD basis set) for an isolated molecule of C16H10Cl2N4O2S2 in a non-equilibrium geometry.

Last column: Mulliken charge in e.
Geometry (Å):
O1 -4.7528 3.7934 1.9291  -0.60
N1 -5.1339 2.9097 1.1957  1.04
O2 -6.2712 2.7902 0.7910  -0.63
C1 -4.1677 1.9262 0.7616  -0.42
C2 -2.8874 1.9670 1.2946  -0.41
C3 -1.9522 1.0273 0.8724  0.85
C4 -2.3284 0.0770 -0.0847  -0.52
C5 -3.6087 0.0553 -0.6021  -0.71
C6 -4.5478 0.9801 -0.1803  -0.49
H1 -5.5548 0.9862 -0.5659  0.48
H2 -3.8766 -0.6868 -1.3378  0.39
H3 -1.6004 -0.6472 -0.4188  0.53
N2 -0.6409 0.9713 1.3199  0.04
C7 -0.0356 1.5799 2.3562  0.29
S1 -0.6870 2.5889 3.4809  -0.45
N3 1.3138 1.2932 2.5053  -0.14
C8 2.0908 0.4834 1.7439  0.29
N4 1.6907 -0.1958 0.7206  -0.49
C9 2.6970 -0.9213 0.1522  -0.17
C10 3.9034 -0.7910 0.7755  -0.65
S2 3.8000 0.2852 2.1180  -0.23
H4 4.8416 -1.2323 0.5113  0.51
C11 2.4381 -1.7548 -1.0190  0.38
C12 1.5444 -1.3750 -2.0242  0.83
C13 1.3115 -2.1884 -3.1210  -0.77
C14 1.9776 -3.3986 -3.2267  0.39
C15 2.8775 -3.7966 -2.2480  -0.82
C16 3.0968 -2.9767 -1.1603  -0.59
H5 3.7820 -3.2903 -0.3882  0.44
H6 3.3934 -4.7388 -2.3380  0.42
Cl1 1.6841 -4.4101 -4.5889  -0.21
H7 0.6209 -1.8753 -3.8875  0.45
Cl2 0.7346 0.1474 -1.9697  -0.17
H8 1.7472 1.7619 3.2911  0.31
H9 -0.0223 0.3423 0.7915  0.31
H10 -2.6443 2.7233 2.0232  0.49

## Properties
2S+1 = 1
orbital gap = 8.2 eV
DFT total energy = -73523.420 eV
structure (SMILES) = O=[N+]([O-])c1cccc(NC(=S)Nc2nc(-c3ccc(Cl)cc3Cl)cs2)c1

---

No. 2
Density functional theory data (ωB97M-V with the def2-TZVPD basis set) for a structure of composition C16H10Cl4NO5Ti.

Last column: Mulliken charge in e.
Geometry (Å):
Ti1 0.4913 0.4127 -0.8338  0.60
O1 -1.9158 3.1666 -1.7666  -0.61
Cl1 -0.5944 2.8827 -1.3467  1.85
O2 0.1993 4.0378 -1.1765  -0.59
O3 0.0597 1.9417 -2.2922  -0.59
O4 -0.6292 2.0881 -0.0859  -0.60
Cl2 1.8093 -4.1784 -1.9608  -0.21
C1 0.2005 -3.6606 -1.6244  0.41
C2 -0.8398 -4.6154 -1.5718  -0.67
C3 -2.1230 -4.2422 -1.3120  0.64
Cl3 -3.3749 -5.4438 -1.2625  -0.25
C4 -2.4502 -2.8822 -1.0742  -0.02
C5 -3.7345 -2.3760 -0.7797  -0.64
C6 -3.8964 -1.0374 -0.5535  -0.96
C7 -2.7793 -0.1844 -0.6063  -0.05
N1 -1.5719 -0.6220 -0.8818  0.11
C8 -1.4004 -1.9544 -1.1255  0.62
C9 -0.0581 -2.3291 -1.4219  -0.01
O5 0.8387 -1.3571 -1.4574  -0.89
H1 -0.6035 -5.6559 -1.7450  0.45
H2 -4.5781 -3.0511 -0.7329  0.42
H3 -4.8708 -0.6292 -0.3274  0.40
H4 -2.8756 0.8775 -0.4147  0.48
Cl4 0.8211 -0.2838 1.6549  -0.24
C10 1.7807 1.1401 2.0718  1.10
C11 1.7778 1.5811 3.3796  -0.82
C12 2.4637 2.7456 3.6836  -0.35
C13 3.1172 3.4365 2.6711  -0.70
C14 3.1106 2.9562 1.3713  -0.55
C15 2.4508 1.7727 1.0299  0.58
C16 2.4045 1.2330 -0.3532  -1.27
H5 1.2350 1.0360 4.1403  0.41
H6 2.4718 3.1149 4.6998  0.37
H7 3.6393 4.3564 2.9000  0.37
H8 3.6281 3.4976 0.5897  0.37
H9 2.9661 0.2886 -0.4177  0.42
H10 2.8303 1.9373 -1.0678  0.42

## Properties
2S+1 = 2
orbital gap (spin up / spin down) = 7.5 / 7.5 eV
DFT total energy = -101682.249 eV

---

No. 3
Density functional theory data (ωB97M-V with the def2-TZVPD basis set) for a structure of composition C16H10LuN2O2S5 in a non-equilibrium geometry.

Last column: Mulliken charge in e.
Geometry (Å):
Lu1 -1.5005 0.1047 -0.5005  1.06
O1 4.1623 2.4126 4.0946  -0.47
C1 4.4993 1.4190 3.2639  0.59
O2 5.6015 0.9583 3.2735  -0.51
C2 3.4496 0.8977 2.3074  0.78
C3 2.1380 1.3471 2.2406  -1.48
C4 1.2659 0.7898 1.3233  -0.65
C5 1.6806 -0.2203 0.4595  2.51
C6 2.9981 -0.6725 0.5253  -0.68
C7 3.8635 -0.1146 1.4416  -1.06
N1 0.6925 -0.7120 -0.4365  -0.30
C8 0.9271 -1.6466 -1.2826  0.30
C9 -0.0949 -2.1477 -2.2027  0.32
C10 0.2136 -3.1577 -3.0961  -0.70
C11 -0.7664 -3.6230 -3.9631  -0.32
C12 -2.0292 -3.0607 -3.9085  -0.74
C13 -2.2678 -2.0518 -2.9878  0.04
N2 -1.3330 -1.5991 -2.1517  -0.50
H1 3.2524 2.7094 3.9886  0.28
H2 1.7591 2.1272 2.8884  0.24
H3 0.2408 1.1576 1.2904  0.11
H4 3.3719 -1.4533 -0.1227  0.29
H5 4.8887 -0.4514 1.5102  0.48
H6 1.9085 -2.1080 -1.3483  0.28
H7 1.2120 -3.5743 -3.1112  0.42
H8 -0.5467 -4.4118 -4.6694  0.47
H9 -2.8219 -3.3911 -4.5635  0.41
H10 -3.2445 -1.5883 -2.9167  0.45
S1 -6.2247 4.9305 2.4460  -0.20
C14 -5.2631 3.8286 1.7257  0.12
S2 -4.2301 4.1937 0.3792  -0.09
C15 -3.4485 2.6305 0.2612  0.31
C16 -3.8181 1.7122 1.1725  0.31
S3 -3.2462 0.0549 1.3742  -0.49
S4 -5.0240 2.2214 2.3365  -0.09
S5 -2.2662 2.4891 -1.0413  -0.49

## Properties
2S+1 = 1
orbital gap = 4.0 eV
DFT total energy = -111622.119 eV
total charge = +1